(1)
Computed, not measured: a 2-piece molecular cluster, C6H5N3O overall, with wB97M-V/def2-TZVPD.

Calculated values
DFT total energy = -471.06111 Ha
SMILES = N#CC#Cc1cnc[nH]1.O
molar mass = 135.13 g mol⁻¹
Kohn-Sham gap = 9.06 eV
LUMO level = -0.31 eV

Cartesian coordinates (Å):
O -0.996 3.714 -0.482
N 0.685 1.392 -0.441
N 0.741 -0.648 -1.262
N -1.910 -3.791 3.131
C 0.291 -1.936 0.793
C -1.179 -3.419 2.307
C -0.337 -2.776 1.416
C 0.916 0.521 0.580
C 0.739 -0.775 0.115
C 0.737 0.665 -1.548
H -0.392 2.942 -0.462
H -1.554 3.628 -1.270
H 1.028 0.842 1.612
H 0.602 1.042 -2.559
H 0.631 -1.401 -1.931

Cartesian forces (eV/Å) of the 6 atoms listed first:
-0.13 -0.11 -0.25
2.03 -0.06 -0.59
-0.35 -0.47 -0.26
0.85 0.13 -1.03
-0.73 -0.76 0.69
-0.65 -0.14 0.82


(2)
Computed, not measured: C41H38FMoN7O6S4Se2 as an isolated structure, with wB97M-V/def2-TZVPD.

Calculated values
DFT total energy = -8983.20149 Ha
total charge = +2
molar mass = 1125.92 g mol⁻¹
Kohn-Sham gap (alpha / beta) = 5.77 / 5.64 eV
LUMO level (alpha / beta) = -5.20 / -5.35 eV

Cartesian coordinates (Å):
Mo 0.225 1.435 -0.763
Se 1.293 -0.088 -3.910
Se 2.389 1.402 -2.452
S -1.612 1.236 0.656
S 1.107 4.425 -1.614
S -1.497 1.475 3.705
S -0.103 2.774 6.024
F -2.595 -4.409 -2.944
O 2.351 -0.196 2.313
O 1.408 0.866 0.605
O 0.188 3.284 -0.964
O 2.400 4.261 -1.028
O 0.935 4.293 -3.031
O -0.022 -0.644 -1.094
N 0.229 3.266 3.379
N 0.110 -3.561 1.773
N -2.577 -6.491 -0.996
N -0.118 2.912 2.110
N -0.878 1.327 -2.666
N -2.812 -9.018 -0.941
N 3.155 -0.939 -1.036
C 0.769 -1.381 1.025
C -1.480 9.458 0.396
C -3.434 -8.371 0.271
C -1.253 -3.054 -1.607
C -0.428 0.747 -3.792
C -0.964 7.826 -1.452
C 0.185 -4.573 2.842
C -2.856 2.008 -3.832
C -0.561 -3.805 0.581
C -0.569 -2.815 -0.412
C -3.378 -8.442 -2.205
C -1.909 -4.234 -1.799
C -1.178 0.744 -4.961
C -2.916 -6.981 -2.330
C -0.130 7.371 0.755
C 5.407 -1.454 -0.407
C 0.331 5.870 -1.038
C 3.196 6.208 3.625
C 4.048 -1.728 -0.443
C -2.413 1.365 -4.978
C 4.953 0.518 -1.669
C -1.006 1.986 2.117
C 1.246 -5.626 2.569
C -0.851 8.194 -0.114
C -0.367 2.613 4.420
C 3.618 0.149 -1.623
C 1.251 4.264 3.501
C -1.223 -5.018 0.348
C 3.417 5.055 2.885
C -3.592 -6.873 -0.022
C 1.010 5.411 4.240
C 0.468 6.211 0.305
C 2.443 4.069 2.824
C 0.078 -1.531 -0.198
C 1.996 6.384 4.303
C -0.378 6.663 -1.926
C -1.913 -5.252 -0.829
C 5.868 -0.308 -1.031
C -2.062 1.970 -2.709
C 1.583 -0.186 1.388
C 0.750 -2.400 1.941
H 5.263 1.420 -2.179
H 6.920 -0.058 -1.028
H 1.065 -6.155 1.633
H -3.045 -9.047 -3.045
H 2.593 3.167 2.243
H 0.408 -4.036 3.761
H -4.459 -8.529 -2.122
H -3.005 1.377 -5.884
H 1.287 -2.266 2.872
H 3.653 -2.617 0.036
H 6.085 -2.124 0.102
H -1.808 -8.831 -0.925
H -0.806 -5.006 2.972
H 3.960 6.972 3.674
H -0.451 6.379 -2.966
H -1.998 9.995 -0.396
H -1.510 8.464 -2.136
H -4.389 -8.861 0.453
H -1.186 -5.810 1.081
H -2.033 -6.913 -2.965
H 1.261 -6.353 3.380
H -0.769 0.293 -5.854
H -0.028 7.652 1.796
H -0.723 10.120 0.819
H -1.281 -2.286 -2.368
H -2.939 -10.030 -0.911
H -4.598 -6.660 -0.400
H -3.720 -6.419 -2.811
H -3.797 2.537 -3.804
H -2.199 9.238 1.188
H 1.827 7.281 4.883
H 2.233 -5.167 2.512
H 4.349 4.921 2.352
H 0.073 5.529 4.765
H -2.367 2.456 -1.792
H -3.471 -6.309 0.899
H -2.768 -8.565 1.109
H 1.043 5.582 0.972

Cartesian forces (eV/Å) of the 6 atoms listed first:
-0.07 -0.11 -0.13
-0.01 0.03 -0.01
-0.01 -0.10 -0.08
-0.13 0.03 -0.04
-0.05 -0.02 -0.22
-0.02 -0.02 -0.03


(3)
Computed, not measured: C12H26F2N2O7S2 as an isolated structure, with wB97M-V/def2-TZVPD.

Calculated values
DFT total energy = -2105.02307 Ha
molar mass = 412.48 g mol⁻¹
Kohn-Sham gap = 6.10 eV
LUMO level = -1.84 eV

Cartesian coordinates (Å):
S -2.126 8.626 0.472
S -2.327 5.943 0.362
F -3.254 9.691 0.154
F -1.122 6.014 -0.688
O 0.058 -1.520 -0.811
O -1.092 -3.103 -1.946
O -1.791 8.851 1.838
O -1.128 8.846 -0.521
O 0.980 -3.537 -1.359
O -3.158 4.902 -0.156
O -1.669 5.701 1.608
N -2.027 -3.254 0.699
N -3.024 7.336 0.214
C -0.604 -3.584 0.333
C 4.317 -2.606 0.032
C -0.134 -2.871 -0.937
C 0.350 0.587 0.295
C 2.792 -2.498 0.000
C -0.835 1.411 -0.185
C 4.899 -2.202 1.393
C -2.965 -3.297 -0.490
C 2.233 -2.844 -1.371
C 0.017 -0.879 0.466
C -0.583 2.917 -0.077
C -2.343 -2.545 -1.638
H 4.611 -3.619 -0.233
H 4.701 -1.925 -0.728
H 0.028 -3.391 1.195
H -0.981 3.460 -0.925
H -3.910 -2.862 -0.175
H 0.727 0.957 1.249
H -2.270 -1.477 -1.421
H 5.706 -2.857 1.702
H -3.108 -4.346 -0.731
H 5.269 -1.180 1.366
H 0.705 -1.354 1.167
H -1.718 1.146 0.397
H 0.488 3.120 -0.035
H 2.166 -1.963 -2.004
H -0.560 -4.648 0.121
H -2.093 -2.345 1.158
H -2.976 -2.657 -2.514
H 2.540 -1.470 0.263
H 2.904 -3.543 -1.864
H -1.007 3.323 0.836
H -2.341 -3.943 1.380
H 4.126 -2.227 2.161
H -1.008 1.162 -1.233
H 2.380 -3.183 0.744
H 1.166 0.663 -0.424
H -1.007 -0.925 0.860

Cartesian forces (eV/Å) of the 6 atoms listed first:
-0.25 0.26 0.11
-0.15 0.07 -0.05
0.01 -0.12 0.00
0.00 -0.08 0.01
-0.08 0.45 0.02
0.13 0.00 -0.09